Entry 1:
Formula: C3H8N3O2
Source: the OMol25 dataset
Level of theory: wB97M-V/def2-TZVPD

The geometry in ORCA input format:
```
! RIJCOSX wB97M-V def2-TZVPD def2/J DEFGRID3
* xyz -1 1
C -1.548 2.427 1.923
N -1.095 0.026 0.602
C -1.384 1.233 -0.070
N -1.565 2.363 0.465
H -2.561 2.247 2.285
H -1.243 3.430 2.214
H -0.878 1.708 2.396
H -1.653 -0.729 0.221
H -0.108 -0.244 0.393
H -1.409 1.216 -1.163
N 0.616 -2.459 -0.517
C 1.541 -1.375 -0.845
O 2.130 -1.477 -1.934
O 1.569 -0.439 -0.022
H 0.660 -3.104 -1.289
H 0.838 -2.927 0.349
*
```

The largest force on an atom comes out at 0.6 eV/A. The value obtained for the HOMO-LUMO gap is 8.54 eV.

***

Entry 2:
Formula: C3H8N3O2
Source: the OMol25 dataset
Level of theory: wB97M-V/def2-TZVPD

The geometry in ORCA input format:
```
! RIJCOSX wB97M-V def2-TZVPD def2/J DEFGRID3
* xyz -1 1
C -0.718 -1.096 0.233
C -2.628 0.781 0.150
C -1.165 0.298 -0.034
N -0.363 1.266 -0.229
N 2.269 -0.660 -0.108
N 2.188 0.559 -0.292
O 3.301 1.208 -0.396
O 3.587 -1.203 -0.244
H -1.044 -1.386 1.283
H 0.394 -1.055 0.148
H -1.292 -1.824 -0.381
H -2.978 0.613 1.206
H -3.314 0.179 -0.483
H -2.751 1.806 -0.132
H 0.533 0.900 -0.140
H 3.983 -0.386 -0.581
*
```

The largest force on an atom comes out at 3.0 eV/A. The value obtained for the HOMO-LUMO gap is 7.84 eV.

***

Entry 3:
Formula: C3H8N3O4S
Source: the OMol25 dataset
Level of theory: wB97M-V/def2-TZVPD

The geometry in ORCA input format:
```
! RIJCOSX wB97M-V def2-TZVPD def2/J DEFGRID3
* xyz 1 1
C -0.184 -0.210 -1.132
C 0.154 -1.440 0.879
C -0.106 1.060 0.880
N 0.009 -3.583 -3.124
N -0.059 -0.190 0.164
N -0.092 0.719 -1.988
O -1.083 -0.871 -4.158
O -2.632 -2.764 -3.786
O -0.374 -3.278 -4.378
O -0.596 -2.674 -2.461
S -1.379 -2.166 -3.805
H -0.126 -2.297 0.301
H 1.206 -1.580 0.959
H -0.197 -1.464 1.973
H -0.727 0.986 1.720
H 0.886 1.502 1.082
H -0.619 1.698 0.243
H -0.193 0.515 -3.045
H 0.233 1.701 -1.689
*
```

The largest force on an atom comes out at 6.1 eV/A. The value obtained for the HOMO-LUMO gap (spin up / spin down) is 11.22 / 6.63 eV.